82
Properties=species:S:1:pos:R:3:forces:R:3:lowdin_spin:R:1 method="wB97M-V/def2-TZVPD" total_charge=+3 lumo_ev="-8.5 / -10.9" homo_lumo_gap_ev="7.53 / 5.45" multiplicity=5
Pd 0.91294 -0.73812 0.41497 0.5701 -0.5039 0.5943 1.59
C 2.79263 -4.17940 2.44159 0.0412 -0.1010 0.0527 0.00
C 4.14267 -3.93050 2.26196 0.1132 -0.0112 0.0140 0.00
C 4.52581 -2.94612 1.36753 0.1471 -0.1416 0.0041 0.00
C 3.55606 -2.22156 0.69862 -0.0780 0.0506 -0.0313 0.01
N 2.24939 -2.43648 0.90647 -0.1403 0.1400 0.0736 0.13
C 1.88143 -3.41225 1.75069 0.0669 -0.0133 -0.3408 0.01
C 3.91698 -1.14770 -0.24872 -0.1168 -0.0236 0.0575 0.01
C 5.08493 -1.20141 -0.98902 0.1918 -0.0070 -0.0303 0.01
C 5.40872 -0.14041 -1.81672 0.1037 -0.0518 -0.0376 0.00
C 4.55477 0.94812 -1.86894 0.0550 0.0944 -0.0744 0.00
C 3.38942 0.90650 -1.13261 -0.0818 -0.0091 0.2758 0.01
N 3.05805 -0.12594 -0.34535 -0.2690 0.2163 -0.1690 0.12
H 2.44512 -4.95519 3.10920 0.0040 -0.0092 -0.0204 0.00
H 4.88800 -4.49681 2.80560 -0.0166 0.0124 -0.0169 0.00
H 5.57162 -2.72690 1.20137 -0.0306 -0.0099 0.0401 0.00
H 0.82692 -3.60030 1.84117 -0.0841 0.0282 0.0443 0.00
H 5.72814 -2.06874 -0.92336 -0.0055 0.0491 -0.0127 0.00
H 6.31812 -0.16030 -2.40413 -0.0298 -0.0026 0.0239 0.00
H 4.78300 1.81689 -2.47376 -0.0168 -0.0566 0.0450 0.00
H 2.70660 1.74528 -1.14866 -0.0051 -0.0524 -0.0116 0.00
C 0.53250 0.06978 5.12819 -0.0683 -0.1603 -0.0652 0.00
N -0.22447 -0.82860 4.22800 -0.0319 0.1274 0.2519 0.00
C -1.26177 -1.60058 4.66690 0.1552 0.1521 0.1544 0.00
C -1.94958 -2.40705 3.83535 -0.1195 -0.1171 -0.0704 0.00
C -1.53886 -2.44405 2.47392 -0.0940 -0.0132 -0.0828 0.01
N -0.50592 -1.70732 2.06467 -0.1971 -0.0851 -0.2067 0.06
C 0.11942 -0.89061 2.91869 0.3935 0.3248 0.0276 0.01
O 1.06993 -0.17630 2.47495 -0.1935 -0.1344 0.0717 0.17
N -2.16131 -3.21901 1.58436 0.0669 0.0403 0.1301 0.00
H 0.01981 0.11210 6.08285 -0.0412 -0.0205 0.0328 0.00
H 0.58550 1.06200 4.69306 -0.0398 0.0372 -0.0555 0.00
H 1.54262 -0.30584 5.27109 -0.0030 -0.0529 -0.0328 0.00
H -1.49315 -1.52736 5.72004 0.0018 0.0320 0.0257 0.00
H -2.77241 -3.01002 4.19433 0.0638 0.0444 -0.0034 0.00
H -2.91139 -3.82851 1.86165 -0.0447 -0.0293 0.0094 0.00
H -1.84550 -3.25617 0.63263 0.0161 0.0025 -0.0791 0.00
C -1.64889 4.57556 -3.87420 0.0158 -0.0010 0.0476 0.16
C -1.00920 5.00701 -2.70074 -0.1271 0.0389 -0.2175 0.01
C -0.44013 4.08264 -1.86989 0.0010 -0.2645 -0.0151 0.08
C -0.47103 2.69113 -2.20400 -0.1238 0.2134 -0.3017 0.11
C -1.14009 2.27955 -3.40189 0.2505 -0.0043 0.3341 0.07
C -1.71678 3.21084 -4.21401 -0.1015 0.2895 -0.0936 0.01
C 0.14794 1.80342 -1.30351 0.0819 -0.4679 0.0365 0.16
C 0.39592 0.45455 -1.46787 -0.3738 0.5281 -0.7149 0.69
C 0.48312 -0.47645 -2.54059 -0.0757 -0.0556 0.3284 0.10
C 0.01084 -1.80098 -2.38825 0.0127 0.0589 -0.1655 0.09
C 0.19613 -2.73384 -3.38735 -0.0045 0.0168 0.0077 0.00
C 0.88210 -2.37506 -4.54487 0.0477 -0.0163 -0.0891 0.10
C 1.37386 -1.07853 -4.70373 0.0201 -0.0313 -0.0392 0.00
C 1.18355 -0.13453 -3.71598 0.1317 0.1047 -0.0835 0.09
H -2.11000 5.30830 -4.52699 0.0342 -0.0394 0.0229 0.01
H -0.96909 6.06081 -2.45843 -0.0262 -0.0247 -0.0376 0.00
H 0.05601 4.39902 -0.95890 -0.0142 -0.0577 -0.0268 0.00
H -1.20385 1.23089 -3.65145 0.0552 -0.0455 0.0076 0.00
H -2.23183 2.90638 -5.11642 0.0209 0.0434 0.0315 0.00
H 0.43583 2.24703 -0.35589 0.0479 -0.0605 0.0775 0.01
H -0.54710 -2.06359 -1.50223 -0.0748 -0.0735 0.1761 0.00
H -0.19539 -3.73812 -3.27930 0.0300 0.0645 0.0026 0.00
H 1.03424 -3.10922 -5.32830 -0.0114 0.0760 0.0547 0.00
H 1.90793 -0.80958 -5.60781 -0.0489 -0.0238 0.0594 0.00
H 1.57706 0.86969 -3.83224 -0.0257 -0.0686 0.0021 0.00
C -3.02644 -0.01667 -1.29488 -0.1208 0.1827 0.1015 0.00
N -3.16018 1.05500 -0.31395 -0.1758 -0.0849 -0.1999 0.00
C -4.17157 2.06994 -0.62502 0.1336 -0.1254 -0.0009 0.00
C -2.30869 1.12526 0.73835 0.2626 -0.0219 -0.1867 0.01
O -1.18726 0.54775 0.70727 -0.1289 0.0943 0.1139 0.11
N -2.67153 1.85375 1.81804 -0.0402 0.1752 0.2715 0.01
C -1.65754 2.28457 2.77905 -0.1767 -0.0714 -0.0103 0.00
C -4.05692 1.97500 2.28904 0.1211 0.0265 0.0021 0.00
H -3.92028 -0.64327 -1.30714 -0.0355 0.0273 0.0223 0.00
H -2.16505 -0.62759 -1.05354 -0.0073 -0.0029 0.0551 0.00
H -2.90072 0.39908 -2.29737 0.0087 -0.0056 0.0450 0.00
H -4.10973 2.29716 -1.68908 0.0374 -0.0014 -0.0515 0.00
H -3.97886 2.98380 -0.07255 0.0288 -0.0026 0.0331 0.00
H -5.18564 1.73126 -0.41754 -0.0274 -0.0440 0.0295 0.00
H -0.66352 2.11488 2.38119 0.0389 -0.0204 -0.0576 0.00
H -1.76365 1.73602 3.72160 0.0007 -0.0060 -0.0672 0.00
H -1.78191 3.34552 3.00060 -0.0518 -0.0237 -0.0272 0.00
H -4.71219 1.30367 1.74405 0.0246 -0.0226 -0.0274 0.00
H -4.43777 2.99384 2.20573 0.0549 -0.0077 -0.0277 0.00
H -4.08845 1.69302 3.34242 0.0282 -0.0110 -0.0096 0.00

76
Properties=species:S:1:pos:R:3:forces:R:3:mulliken_charge:R:1 method="wB97M-V/def2-TZVPD" total_charge=0 lumo_ev=-2.7 homo_lumo_gap_ev=3.33
C -5.32185 -1.51353 0.36176 -0.4211 -0.4978 -0.0012 -0.98
C -4.55769 -0.59936 -0.56238 0.0271 0.3479 0.1161 -0.32
O -3.18836 -1.02588 -0.47069 -0.8518 -0.1845 0.4778 -0.12
C -2.38219 -0.40958 -1.34095 0.8260 0.1609 -0.8378 1.13
C -1.06628 -1.00028 -1.54182 -0.6204 -0.2443 0.6804 0.18
C -0.29700 -0.52904 -2.72366 0.0507 0.2300 -0.0485 -0.16
C -1.14299 -0.60632 -4.01298 -0.3490 0.1417 0.1864 -0.89
C -0.45212 -0.01724 -5.23270 0.5022 0.1516 -0.1495 -0.80
C 0.21887 1.34616 -4.91419 -0.2742 0.2024 0.0178 -0.72
C 0.99167 1.44302 -3.57181 0.1724 -0.0034 -0.3567 -1.00
C 0.20360 0.87800 -2.40182 -0.1091 0.1959 -0.2623 0.16
C -0.48351 -2.08698 -0.80094 0.0977 0.5833 -0.7323 -0.31
O 0.68069 -2.46607 -0.95594 -0.2558 -0.0835 0.3102 -0.79
O -1.31852 -2.71825 0.05298 -0.1349 -0.2874 0.3998 -0.10
C -0.85285 -3.99491 0.46120 0.5029 -0.0703 0.0954 -0.25
C -1.95197 -4.65965 1.24767 -0.3825 -0.2287 -0.0828 -1.20
O -2.80251 0.57563 -1.95822 0.2107 -0.1653 0.3829 -0.76
H -6.37331 -1.20180 0.51281 0.5216 -0.0498 -0.1980 0.39
H -5.32046 -2.52160 -0.09502 -0.0502 0.3493 0.4692 0.27
H -4.83317 -1.56269 1.34402 -0.1042 -0.0319 -0.2256 0.11
H -4.89563 -0.70150 -1.60437 0.0773 0.1042 0.3007 0.29
H -4.63978 0.46723 -0.29135 0.0223 -0.3992 -0.0653 0.28
H 0.58637 -1.16990 -2.83654 -0.1636 0.0420 0.0253 0.91
H -1.43560 -1.65738 -4.18625 0.1595 0.3307 0.0201 0.34
H -2.06797 -0.04100 -3.83461 0.2790 -0.2147 -0.1075 0.27
H 0.28082 -0.73000 -5.64077 0.0489 0.1853 0.1865 0.35
H -1.19444 0.12966 -6.03727 0.2813 -0.0016 0.2390 0.37
H 0.86822 1.65406 -5.75469 -0.2065 -0.1282 0.3553 0.37
H -0.58844 2.09510 -4.86160 0.1433 -0.1211 -0.0381 0.32
H 1.93793 0.89284 -3.63173 -0.0044 -0.0229 -0.1456 0.39
H 1.25642 2.49491 -3.39302 -0.0170 -0.1313 -0.0756 0.35
H -0.66569 1.50044 -2.15103 0.1375 -0.0256 -0.2545 0.23
H 0.80115 0.79726 -1.48009 0.1327 0.0896 -0.3331 -0.48
H -0.62069 -4.57136 -0.44341 0.1374 -0.0112 0.2625 0.42
H 0.07691 -3.88092 1.03329 -0.1536 -0.1006 -0.0739 0.24
H -1.57648 -5.47287 1.87429 0.0648 0.0027 -0.1538 0.35
H -2.47464 -3.95720 1.90083 0.0926 0.0566 -0.1086 0.17
H -2.66751 -5.07540 0.53046 -0.1214 0.0389 0.3172 0.35
C 6.41199 0.83887 0.80890 -0.4555 0.1373 0.2796 -0.35
C 5.69086 0.15371 1.80378 -0.1089 -0.0026 -0.2650 -0.79
C 4.30117 0.29552 1.90634 -0.1079 0.0691 -0.2567 -0.20
C 3.60639 1.22930 1.08835 1.3188 -0.2227 -0.1609 0.11
C 2.15028 1.35904 1.15382 -1.0135 -0.3233 0.0510 0.25
C 1.34861 0.23688 1.50192 0.6600 -0.1990 -0.1305 -0.54
C 0.04468 0.24468 1.97635 -0.3458 0.6932 -0.0492 -0.45
C -0.62066 -0.74791 2.79534 -0.1556 -0.7601 0.1229 0.59
C -1.95981 -0.50400 3.20716 0.5502 -0.2351 -0.2341 -0.53
C -2.62572 -1.38915 4.04740 0.2100 -0.1386 -0.0156 -0.62
C -1.98086 -2.54830 4.51096 -0.0660 0.2607 -0.4937 -0.40
C -0.66030 -2.81045 4.11729 0.0098 0.0813 -0.1506 -0.82
C 0.01297 -1.93569 3.25740 -0.5147 0.1157 -0.0953 -0.02
C 1.56987 2.67819 0.91015 -0.4008 1.2284 -0.0440 0.62
C 0.26859 2.86116 0.37444 0.0434 0.0806 -0.0944 1.03
C -0.27454 4.14428 0.20716 0.2861 -0.0805 0.1681 -1.47
C 0.47097 5.28118 0.55121 -0.0425 -0.3845 0.2373 -0.51
C 1.76743 5.13147 1.06112 -0.1392 -0.2593 -0.1725 -0.92
C 2.30343 3.85976 1.22610 0.0899 -0.3014 -0.2280 -0.76
C 4.39771 2.02683 0.19923 -0.3649 -0.2239 -0.0723 -0.25
C 5.75900 1.78339 0.00610 -0.2920 -0.1611 0.3668 -0.87
H 7.48157 0.67195 0.67979 -0.2924 -0.0156 0.1084 0.38
H 6.21467 -0.52022 2.49087 -0.2430 0.2164 -0.3739 0.39
H 3.73727 -0.32121 2.63023 0.4256 0.5213 -0.4379 0.39
H 1.81888 -0.74613 1.45368 0.2050 0.2963 0.1937 0.82
H -0.52660 1.17002 1.87099 0.1928 -0.2606 0.1997 0.63
H -2.46366 0.36564 2.79023 0.0093 -0.0953 0.2267 0.33
H -3.65803 -1.18610 4.32964 0.2384 -0.0875 -0.0844 0.37
H -2.54705 -3.28720 5.09258 0.3936 0.4375 -0.0870 0.37
H -0.18146 -3.73063 4.47257 -0.1046 0.4357 -0.2702 0.37
H 1.00530 -2.18491 2.88147 -0.1783 0.0661 0.2914 0.38
H -0.29988 1.99085 0.02264 0.2450 0.4621 0.1908 0.37
H -1.29230 4.25805 -0.18223 0.4830 -0.1213 0.0625 0.45
H 0.03777 6.27790 0.45059 0.1224 -0.3152 -0.0620 0.40
H 2.37585 6.00230 1.31375 -0.2512 -0.2554 -0.0773 0.41
H 3.34781 3.76642 1.53883 -0.5712 0.0582 0.2432 0.64
H 3.93068 2.84331 -0.37119 0.1276 -0.7309 0.1165 0.47
H 6.30613 2.33761 -0.76444 -0.2308 -0.1957 0.4047 0.38

DFT total energy? In order: -1979.09853, -1619.24886 a.u..